89
Properties=species:S:1:pos:R:3 method="wB97M-V/def2-TZVPD" orbital_gap_ev=6.38 homo_energy_ha=-0.2324 relative_energy_kcal_mol=115.5 energy_ev=-89658.27832
Sn 0.69145 0.48170 -0.08386
Cl 3.11979 -5.18470 -4.50563
C 2.67455 -3.70708 -3.72072
C 2.19139 -2.63643 -4.62831
C 1.94018 -1.32325 -3.87591
C 2.22802 -1.18819 -2.40573
O 2.14039 -0.03611 -1.94294
C 2.43188 -2.37545 -1.66681
C 2.37322 -2.44415 -0.27501
N 2.07356 -1.49358 0.58291
C 2.24276 -1.72906 1.92533
C 3.09758 -2.70298 2.43290
C 3.20835 -2.95013 3.79949
C 2.52738 -2.18955 4.71062
C 1.73269 -1.11956 4.26456
C 1.10345 -0.23399 5.16038
C 0.31534 0.76907 4.67011
C 0.17967 0.88802 3.28651
N 0.78911 0.11315 2.42562
C 1.56411 -0.89158 2.86936
C 2.72178 -3.59676 -2.39234
H 2.84392 -2.54973 -5.49940
H 2.28506 -0.43280 -4.40666
H 2.55097 -3.44983 0.12180
H 3.71182 -3.28714 1.76418
H 3.85724 -3.74639 4.13283
H 2.60251 -2.38405 5.76870
H 1.25845 -0.34958 6.22311
H -0.18836 1.46885 5.31734
H -0.42585 1.66946 2.86486
H 3.03122 -4.44883 -1.80333
C -2.69182 1.83640 -0.86528
N -1.42070 1.85056 -1.54795
C -1.42301 1.47618 -2.94858
C -0.82931 0.11881 -3.14036
N -0.82759 -0.76414 -2.20557
C -0.27931 -1.90793 -2.74888
C -0.49142 -3.17407 -2.35724
C -0.31079 -4.24506 -3.30210
C 0.06003 -4.01975 -4.57072
C 0.66817 -2.72796 -4.99334
C 0.40393 -1.53175 -4.03837
N -0.32350 -0.31617 -4.34340
C -2.36585 -0.20750 0.64210
N -1.70685 -1.31237 0.46470
C -1.51581 -1.84856 1.70650
C -0.87227 -3.02400 2.07519
C -0.85147 -3.34946 3.41378
C -1.45849 -2.53579 4.37053
C -2.09252 -1.35690 4.02743
C -2.11588 -1.01775 2.68262
N -2.65005 0.02794 1.97316
H -2.99424 3.90432 -0.51832
H -3.51380 1.99790 -1.59100
H -0.95597 2.73685 -1.40576
H -2.45002 1.44839 -3.34471
H -0.84943 2.20375 -3.53124
H -0.94685 -3.36262 -1.39951
H -0.63195 -5.23193 -2.99981
H 0.02572 -4.79875 -5.31674
H 0.47798 -2.50618 -6.04576
H 0.01700 0.33028 -5.03794
H -0.41121 -3.65076 1.33000
H -0.34974 -4.24956 3.73486
H -1.42270 -2.83656 5.40762
H -2.54497 -0.73416 4.78545
H -3.14229 0.83352 2.32857
C -1.79442 4.73651 1.70064
C -1.61797 3.45207 0.93025
N -0.46983 2.88329 0.88710
N 0.47561 3.53484 1.63057
C 1.72770 3.30067 1.42319
N 2.59538 3.96980 2.22300
S 2.48188 2.30103 0.21203
C -2.81768 3.01561 0.11868
C -4.06727 2.91067 0.96018
C -5.12474 2.09738 0.85623
C -5.33262 0.88915 0.08508
C -4.34896 0.12513 -0.40023
N -3.00070 0.51389 -0.35713
H -0.96927 5.40729 1.46040
H -1.72803 4.53633 2.76912
H -2.73783 5.22748 1.48756
H 2.24695 4.77140 2.72633
H 3.56019 3.97092 1.93787
H -4.16100 3.71489 1.68021
H -5.95953 2.32249 1.51345
H -6.35346 0.54503 0.00429
H -4.52526 -0.85871 -0.81898